--- A ---
The following is a DFT calculation (wB97M-V/def2-TZVPD) of 2 unconnected molecules or ions with the total composition C2H2NO4.

Geometry (Å):
C: -3.39 0.38 -0.04
C: 1.37 0.80 -0.14
N: -2.33 0.29 0.49
O: 1.05 -0.59 -0.31
O: -4.49 0.35 -0.43
O: 2.57 1.05 -0.15
O: 0.39 1.52 0.00
H: -1.37 0.62 0.34
H: 1.89 -1.04 -0.47

## Properties
- 2S+1 = 1
- HOMO energy (eV) = -4.877
- orbital gap (eV) = 8.44
- total charge = -1
- E_LUMO (eV) = 3.57

Löwdin charges in e:
1 C -0.46
2 C -0.85
3 N 0.22
4 O -0.03
5 O 0.09
6 O -0.04
7 O -0.05
8 H 0.06
9 H 0.06

--- B ---
The following is a DFT calculation (wB97M-V/def2-TZVPD) of 2 unconnected molecules or ions with the total composition C2H2NO4.

Geometry (Å):
C: 0.62 1.26 -1.22
C: -0.87 -1.13 0.82
N: 0.96 0.24 -0.47
O: 0.02 -0.73 1.78
O: 1.42 2.16 -1.53
O: -1.88 -1.64 1.20
O: -0.54 -0.89 -0.41
H: -0.57 1.12 -1.46
H: 0.83 -0.37 1.28

## Properties
- 2S+1 = 1
- HOMO energy (eV) = -5.468
- orbital gap (eV) = 9.27
- total charge = -1
- E_LUMO (eV) = 3.80

Löwdin charges in e:
1 C -0.55
2 C -0.77
3 N 0.14
4 O 0.02
5 O -0.10
6 O 0.06
7 O -0.03
8 H 0.15
9 H 0.08

Energy ordering: A at the bottom, the next structure 309.7 kJ/mol above.

--- A ---
The following is a DFT calculation (wB97M-V/def2-TZVPD) of 2 unconnected molecules or ions with the total composition CH9N2.

Geometry (Å):
N: 1.67 0.80 0.42
H: 2.06 1.31 -0.37
H: 2.51 0.45 0.93
H: 0.47 -0.26 0.20
H: 1.21 1.38 1.10
C: -1.50 -0.07 -0.56
N: -0.37 -0.87 -0.08
H: -1.85 0.52 0.43
H: -1.19 0.42 -1.50
H: -2.41 -0.72 -0.87
H: -0.07 -1.71 -0.60
H: -0.53 -1.24 0.89

## Properties
- 2S+1 = 1
- HOMO energy (eV) = -15.764
- orbital gap (eV) = 12.26
- total charge = +1
- E_LUMO (eV) = -3.50

Löwdin charges in e:
1 N 0.04
2 H 0.07
3 H 0.09
4 H 0.05
5 H 0.06
6 C -0.06
7 N 0.04
8 H 0.15
9 H 0.10
10 H 0.12
11 H 0.17
12 H 0.17

--- B ---
The following is a DFT calculation (wB97M-V/def2-TZVPD) of 2 unconnected molecules or ions with the total composition CH9N2.

Geometry (Å):
N: 1.56 1.34 -0.18
H: 2.35 1.86 0.21
H: 1.59 1.48 -1.18
H: -0.12 0.63 0.26
H: 1.92 0.37 -0.12
C: -0.97 -1.26 -0.28
N: -0.86 -0.04 0.59
H: -0.86 -0.95 -1.31
H: -0.21 -1.96 0.03
H: -1.94 -1.72 -0.10
H: -0.75 -0.26 1.58
H: -1.71 0.52 0.51

## Properties
- 2S+1 = 1
- HOMO energy (eV) = -15.688
- orbital gap (eV) = 12.13
- total charge = +1
- E_LUMO (eV) = -3.55

Löwdin charges in e:
1 N 0.02
2 H 0.05
3 H 0.05
4 H 0.09
5 H 0.05
6 C -0.01
7 N 0.12
8 H 0.10
9 H 0.10
10 H 0.10
11 H 0.16
12 H 0.17

Energy ordering: B at the bottom, the next structure 38.0 kJ/mol above.

--- A ---
The following is a DFT calculation (wB97M-V/def2-TZVPD) of 2 unconnected molecules or ions with the total composition CH5OS.

Geometry (Å):
O: -0.26 1.94 1.06
H: 0.60 2.24 0.87
C: 0.01 -1.24 -0.38
S: 0.89 -0.15 -1.48
H: -1.07 -1.24 -0.55
H: 0.33 -2.28 -0.42
H: 0.17 -0.89 0.65
H: -0.67 1.62 0.26

## Properties
- 2S+1 = 1
- HOMO energy (eV) = -2.160
- orbital gap (eV) = 6.58
- total charge = -1
- E_LUMO (eV) = 4.42

Löwdin charges in e:
1 O -0.09
2 H -0.01
3 C -0.80
4 S -0.01
5 H -0.02
6 H -0.02
7 H -0.03
8 H -0.02

--- B ---
The following is a DFT calculation (wB97M-V/def2-TZVPD) of 2 unconnected molecules or ions with the total composition CH5OS.

Geometry (Å):
S: -2.11 -1.37 1.05
H: -2.66 -0.59 1.99
C: 1.01 0.46 -0.78
O: 0.73 0.03 0.54
H: 1.34 -0.38 -1.40
H: 0.12 0.90 -1.25
H: 1.77 1.23 -0.73
H: -0.21 -0.29 0.57

## Properties
- 2S+1 = 1
- HOMO energy (eV) = -2.805
- orbital gap (eV) = 6.97
- total charge = -1
- E_LUMO (eV) = 4.16

Löwdin charges in e:
1 S -0.19
2 H -0.45
3 C -0.21
4 O -0.22
5 H 0.06
6 H 0.07
7 H 0.05
8 H -0.11

--- C ---
The following is a DFT calculation (wB97M-V/def2-TZVPD) of 2 unconnected molecules or ions with the total composition CH5OS.

Geometry (Å):
C: -1.24 -0.75 0.21
S: -0.66 0.95 0.43
H: -2.32 -0.80 0.29
H: -0.90 -1.19 -0.73
H: -0.83 -1.46 0.98
H: 1.29 1.17 0.01
H: 2.40 0.70 -0.93
O: 2.26 1.38 -0.26

## Properties
- 2S+1 = 1
- HOMO energy (eV) = -2.533
- orbital gap (eV) = 6.94
- total charge = -1
- E_LUMO (eV) = 4.41

Löwdin charges in e:
1 C -0.72
2 S 0.19
3 H -0.03
4 H -0.02
5 H 0.00
6 H -0.16
7 H -0.02
8 O -0.23

Energy ordering: C at the bottom, the next structure 7.0 kJ/mol above.

--- A ---
The following is a DFT calculation (wB97M-V/def2-TZVPD) of a molecular structure, C18H28GeN3OTc.

Geometry (Å):
Tc: -0.23 -1.65 -0.24
C: 1.35 -2.19 1.23
C: 1.73 -2.62 -0.07
C: 0.91 -3.58 -0.72
C: -0.35 -3.92 -0.22
C: -0.75 -3.40 1.06
C: 0.16 -2.66 1.82
H: 2.02 -1.55 1.79
H: 2.68 -2.33 -0.49
H: 1.18 -3.91 -1.72
H: -1.01 -4.56 -0.78
H: -1.72 -3.66 1.46
H: -0.13 -2.29 2.80
N: -3.74 -1.44 -2.54
C: -2.50 -1.46 -2.07
O: -2.27 -1.28 -0.87
C: -1.35 -1.72 -3.00
C: -0.06 -1.24 -2.33
H: -4.51 -1.31 -1.91
H: -3.94 -1.57 -3.52
H: -1.54 -1.30 -3.99
H: -1.31 -2.81 -3.13
H: 0.03 -0.16 -2.43
H: 0.80 -1.67 -2.85
C: 0.63 2.69 -1.44
Ge: -0.95 1.97 -0.52
C: -1.58 3.32 0.76
C: -2.34 1.75 -1.88
C: -0.44 0.38 0.57
H: 0.31 3.56 -2.01
H: 1.07 1.98 -2.13
H: 1.40 3.03 -0.75
H: -1.80 4.26 0.25
H: -0.84 3.52 1.53
H: -2.50 2.98 1.25
H: -2.56 2.75 -2.26
H: -3.26 1.33 -1.46
H: -2.01 1.14 -2.71
H: -1.27 0.30 1.29
N: 3.99 2.12 3.57
C: 2.92 1.71 2.86
C: 3.05 1.26 1.53
C: 1.95 0.84 0.84
N: 0.72 0.83 1.39
C: 0.58 1.26 2.65
C: 1.63 1.69 3.41
H: 4.90 2.17 3.15
H: 3.89 2.47 4.50
H: 4.02 1.25 1.04
H: 2.00 0.45 -0.17
H: -0.43 1.25 3.04
H: 1.46 2.01 4.42

## Properties
- 2S+1 = 2
- HOMO energy (alpha / beta) (eV) = -9.916 / -10.198
- orbital gap (alpha / beta) (eV) = 7.57 / 7.45
- total charge = +1
- expectation value of S² = 0.76
- E_LUMO (alpha / beta) (eV) = -2.35 / -2.74

Löwdin charges in e:
1 Tc 1.23
2 C -0.20
3 C -0.20
4 C -0.16
5 C -0.16
6 C -0.18
7 C -0.14
8 H 0.10
9 H 0.11
10 H 0.12
11 H 0.12
12 H 0.12
13 H 0.12
14 N 0.21
15 C -0.53
16 O -0.10
17 C -0.19
18 C -0.25
19 H 0.13
20 H 0.12
21 H 0.12
22 H 0.12
23 H 0.02
24 H 0.05
25 C -0.21
26 Ge 0.80
27 C -0.21
28 C -0.20
29 C -0.36
30 H 0.03
31 H 0.02
32 H 0.01
33 H 0.03
34 H 0.01
35 H 0.02
36 H 0.03
37 H 0.02
38 H 0.01
39 H 0.05
40 N 0.16
41 C -0.29
42 C 0.02
43 C -0.10
44 N -0.15
45 C -0.04
46 C 0.02
47 H 0.12
48 H 0.12
49 H 0.13
50 H 0.13
51 H 0.14
52 H 0.12

--- B ---
The following is a DFT calculation (wB97M-V/def2-TZVPD) of a molecular structure, C18H28GeN3OTc.

Geometry (Å):
Tc: 1.18 1.33 0.14
C: -0.45 2.73 -0.21
C: 0.53 2.98 -1.19
C: 1.85 3.21 -0.73
C: 2.15 3.26 0.64
C: 1.12 3.08 1.61
C: -0.19 2.89 1.19
H: -1.46 2.50 -0.53
H: 0.29 2.95 -2.24
H: 2.65 3.33 -1.45
H: 3.17 3.43 0.96
H: 1.36 3.10 2.66
H: -0.98 2.72 1.90
N: 4.23 -1.16 1.61
C: 3.42 -0.36 0.91
O: 2.35 0.03 1.41
C: 3.80 0.09 -0.47
C: 2.49 0.37 -1.23
H: 3.98 -1.42 2.55
H: 5.11 -1.47 1.23
H: 4.48 -0.63 -0.94
H: 4.37 1.01 -0.33
H: 2.03 -0.59 -1.49
H: 2.70 0.88 -2.17
C: -1.06 -2.86 -1.37
Ge: -0.12 -2.23 0.24
C: -1.00 -3.03 1.79
C: 1.69 -2.97 0.17
C: -0.37 -0.25 0.51
H: -1.01 -3.95 -1.36
H: -0.60 -2.51 -2.29
H: -2.11 -2.59 -1.37
H: -1.07 -4.11 1.69
H: -2.02 -2.64 1.92
H: -0.44 -2.80 2.70
H: 1.59 -4.05 0.21
H: 2.27 -2.66 1.03
H: 2.22 -2.72 -0.74
H: -0.45 -0.23 1.60
N: -5.57 0.81 -1.35
C: -4.33 0.55 -0.90
C: -3.24 0.40 -1.78
C: -1.99 0.14 -1.28
N: -1.75 0.01 0.04
C: -2.78 0.16 0.89
C: -4.06 0.42 0.47
H: -5.76 0.85 -2.34
H: -6.35 0.88 -0.73
H: -3.37 0.50 -2.85
H: -1.12 0.06 -1.91
H: -2.54 0.05 1.94
H: -4.84 0.53 1.21

## Properties
- 2S+1 = 2
- HOMO energy (alpha / beta) (eV) = -9.962 / -10.147
- orbital gap (alpha / beta) (eV) = 7.56 / 7.31
- total charge = +1
- expectation value of S² = 0.76
- E_LUMO (alpha / beta) (eV) = -2.40 / -2.84

Löwdin charges in e:
1 Tc 1.24
2 C -0.22
3 C -0.17
4 C -0.21
5 C -0.18
6 C -0.15
7 C -0.14
8 H 0.10
9 H 0.12
10 H 0.12
11 H 0.12
12 H 0.12
13 H 0.11
14 N 0.20
15 C -0.53
16 O -0.10
17 C -0.18
18 C -0.26
19 H 0.13
20 H 0.12
21 H 0.12
22 H 0.12
23 H 0.03
24 H 0.05
25 C -0.21
26 Ge 0.81
27 C -0.21
28 C -0.20
29 C -0.34
30 H 0.03
31 H 0.02
32 H 0.01
33 H 0.03
34 H 0.01
35 H 0.02
36 H 0.03
37 H 0.00
38 H 0.02
39 H 0.04
40 N 0.16
41 C -0.29
42 C 0.02
43 C -0.09
44 N -0.17
45 C -0.04
46 C 0.02
47 H 0.12
48 H 0.12
49 H 0.13
50 H 0.14
51 H 0.14
52 H 0.12

Energy ordering: A at the bottom, the next structure 23.7 kJ/mol above.